Density functional theory data (wB97M-V/def2-TZVPD) for C10H19N2O11P2ReSb as an isolated structure.

Values from the calculation:
Charge: +2
Relative energy (zero: lowest compared OMol25 entry of this formula, charge and spin), eV: 0.093
Orbital gap (spin up / spin down), eV: 7.148 / 7.250
2S+1: 2
HOMO level (spin up / spin down), eV: -15.39 / -15.12
Electronic energy, eV: -63416.75054

XYZ file:
```
46
Properties=species:S:1:pos:R:3:nbo_charge:R:1
H -3.218 -3.251 1.548 0.563
H -4.320 -2.041 -2.131 0.514
P -2.287 0.660 -1.558 2.421
O -0.838 0.342 -1.259 -1.054
O 5.333 -3.127 0.777 -0.634
H -0.415 3.706 2.871 0.263
C 0.878 3.396 -0.343 -0.967
H -5.227 0.422 -1.296 0.244
H 3.316 1.681 1.573 0.251
C 5.063 -2.770 -0.473 0.774
H 3.893 -1.818 -2.953 0.285
C 3.374 -1.696 -2.016 0.066
H 2.438 1.283 3.073 0.261
H -3.330 2.563 -1.224 0.553
O -3.505 -1.520 -2.152 -0.723
C 2.376 -1.732 1.501 0.771
O -1.188 -2.165 -0.254 -1.010
H -2.876 0.061 -3.542 0.562
H -0.881 2.054 3.344 0.260
H -5.403 -0.999 -0.259 0.258
O 1.158 -1.097 1.759 -0.607
H -1.702 2.851 1.986 0.249
N 1.746 -1.070 -0.664 -0.290
H -4.633 0.453 0.381 0.257
O 5.809 -2.961 -1.385 -0.508
O -1.921 -0.440 1.229 -1.019
H 2.677 2.982 2.599 0.266
C -4.748 -0.164 -0.510 -0.658
C 2.693 -1.657 0.065 0.025
C -3.404 -0.705 -0.995 -0.455
C 2.501 1.972 2.233 -0.962
N 2.166 -1.110 -1.925 -0.272
O -2.618 2.017 -0.858 -0.974
Sb 0.676 1.949 1.178 1.322
H 1.478 3.003 -1.161 0.250
O -3.506 -2.555 0.935 -0.957
H -0.108 3.670 -0.712 0.250
O 3.030 -2.209 2.364 -0.450
O -2.577 0.859 -3.069 -0.957
P -2.483 -1.566 0.326 2.353
C -0.754 2.738 2.507 -0.966
H 1.596 -0.730 -2.667 0.446
C 3.754 -2.079 -0.742 -0.194
H 1.365 4.276 0.074 0.265
H 4.631 -2.920 1.415 0.504
Re -0.010 -0.558 0.410 1.422
```